A cluster of 3 separate species, C19H33ClINO8P in total at a distorted geometry. Source: the OMol25 dataset; level of theory: ωB97M-V/def2-TZVPD.

The value obtained for the HOMO energy is -5.172 eV. Its lowest unoccupied orbital energy is 2.092 eV. Its total charge is -1. As for the spin multiplicity: 1.

Each line ends with the natural charge from an NBO analysis.
Geometry (Å):
C -5.184321 1.801169 0.384113  -0.74
C -4.479847 1.740538 1.810707  0.80
O -5.198554 1.251444 2.743205  -0.58
O -3.186982 2.140607 2.178438  -0.55
C -2.109968 1.685301 1.316138  -0.41
P -0.750933 0.594244 2.197143  1.44
I -2.461863 -0.845957 3.261896  -0.32
C -0.936791 1.645036 3.841147  -0.86
C -0.570304 3.211722 3.599274  0.44
O 0.168659 3.839946 4.413597  -0.59
C -0.612620 -0.400743 0.572923  -0.78
C -1.544388 -1.660007 0.309084  -0.43
C -1.062926 -3.092748 0.862836  -0.52
C -2.228415 -4.176886 0.522468  0.80
O -2.185134 -5.377833 0.929464  -0.58
O -3.379893 -3.837451 -0.289241  -0.76
C 0.536131 -0.558676 3.108493  -0.78
C 2.063160 -0.159417 3.014469  -0.17
C 2.869556 -1.519672 3.481901  -0.63
Cl 2.639794 1.097465 4.262891  -0.10
N 0.564596 1.748478 1.835312  -0.86
C 0.961122 1.921091 0.663520  0.86
O 1.329030 1.873221 -0.544053  -0.60
H -6.236775 2.279704 0.415098  0.25
H -5.389144 0.695460 0.097140  0.24
H -4.532250 2.218171 -0.462822  0.23
H -2.576820 1.126381 0.434538  0.19
H -1.657308 2.657748 0.867753  0.19
H -1.949131 1.499836 4.342228  0.26
H -0.158127 1.320406 4.636564  0.25
H -1.002224 3.825855 2.716733  0.12
H -0.782113 0.227671 -0.391200  0.24
H 0.479819 -0.797005 0.519275  0.21
H -1.448991 -1.865257 -0.841351  0.20
H -2.683738 -1.485319 0.381783  0.24
H -0.125266 -3.505509 0.327681  0.23
H -0.936993 -3.157663 1.993488  0.26
H -4.179630 -3.809638 0.286740  0.50
H 0.201158 -0.805001 4.188462  0.25
H 0.453467 -1.579987 2.562082  0.22
H 2.497314 0.021809 1.968651  0.21
H 2.775306 -1.690021 4.607291  0.22
H 2.507431 -2.394683 2.841455  0.20
H 3.960318 -1.319698 3.209104  0.20
C 0.578252 1.104614 -5.742541  -0.72
C -0.144619 1.712569 -4.569056  0.60
O -1.093741 2.461001 -4.730926  -0.57
C 0.350001 1.360436 -3.191893  -0.71
H 0.113141 1.446384 -6.670655  0.22
H 1.623550 1.418814 -5.737947  0.23
H 0.510616 0.015745 -5.697009  0.22
H 1.381940 1.685515 -3.073985  0.26
H 0.271885 0.283015 -3.033366  0.23
H -0.264317 1.869518 -2.446545  0.23
C 4.470737 -1.205604 -4.679786  -0.72
C 3.745562 -0.594150 -3.509757  0.60
O 2.799957 0.154448 -3.672671  -0.55
C 4.235168 -0.944456 -2.129972  -0.73
H 4.009522 -0.864984 -5.609622  0.23
H 5.517200 -0.892978 -4.672991  0.23
H 4.400812 -2.294481 -4.632641  0.23
H 5.271171 -0.620164 -2.009680  0.23
H 4.154660 -2.021863 -1.969336  0.23
H 3.619311 -0.432372 -1.386827  0.25

Cartesian forces (eV/Å) of the 3 atoms listed first:
C 0.61 -0.90 -0.75
C -2.58 -1.88 3.84
O 2.58 2.35 -3.65